No. 1
Below is a molecular structure, C25H31GeInN4O12P2, with properties calculated with ωB97M-V with the def2-TZVPD basis set.

Last column: Löwdin charge in e.
Atoms and positions in Å:
In1 0.456 -1.870 0.555  0.93
N1 -3.000 -3.748 3.690  0.18
C1 -1.592 -3.503 3.146  -0.48
C2 -0.603 -4.424 3.868  -0.07
P1 -1.175 -1.747 3.510  0.33
O1 -2.576 -1.123 2.957  -0.17
O2 -1.086 -1.562 4.971  -0.27
O3 -0.005 -1.380 2.611  -0.34
P2 -1.758 -3.903 1.321  0.34
O4 -0.417 -4.725 0.989  -0.15
O5 -2.974 -4.769 1.280  -0.29
O6 -1.634 -2.634 0.501  -0.34
H1 -2.975 -4.163 4.615  0.16
H2 -3.445 -4.370 2.984  0.12
H3 -3.511 -2.864 3.730  0.14
H4 -0.581 -4.181 4.932  0.09
H5 0.399 -4.273 3.475  0.09
H6 -0.865 -5.477 3.735  0.09
H7 -2.726 -0.259 3.387  0.09
H8 -0.541 -5.682 1.064  0.10
C3 4.535 -2.137 -0.678  -0.07
C4 3.024 -2.344 -0.927  -0.80
C5 2.683 -1.760 -2.306  -0.07
C6 2.747 -3.854 -0.962  -0.09
N2 2.391 -1.640 0.205  -0.12
H9 5.121 -2.547 -1.509  0.08
H10 4.830 -2.632 0.249  0.08
H11 4.751 -1.070 -0.584  0.07
H12 3.199 -2.287 -3.118  0.09
H13 2.968 -0.704 -2.342  0.06
H14 1.602 -1.834 -2.482  0.07
H15 3.372 -4.376 -1.697  0.08
H16 1.696 -4.028 -1.222  0.06
H17 2.931 -4.279 0.028  0.08
Ge1 -2.282 1.120 0.064  1.04
C7 -1.961 2.073 1.705  -0.31
C8 -3.025 2.593 2.449  -0.12
C9 -2.789 3.258 3.646  -0.09
C10 -1.487 3.417 4.105  -0.07
C11 -0.422 2.921 3.364  -0.06
C12 -0.656 2.253 2.165  -0.09
C13 -2.385 2.300 -1.450  -0.31
C14 -1.619 3.468 -1.449  -0.10
C15 -1.552 4.261 -2.587  -0.08
C16 -2.253 3.892 -3.730  -0.08
C17 -3.027 2.736 -3.735  -0.07
C18 -3.093 1.941 -2.598  -0.11
H18 -3.309 -0.002 0.035  0.03
H19 -4.048 2.472 2.104  0.10
H20 -3.620 3.647 4.222  0.10
H21 -1.304 3.924 5.045  0.11
H22 0.595 3.035 3.719  0.11
H23 0.184 1.847 1.613  0.10
H24 -1.066 3.755 -0.561  0.11
H25 -0.952 5.163 -2.585  0.11
H26 -2.194 4.506 -4.622  0.11
H27 -3.566 2.449 -4.630  0.11
H28 -3.672 1.023 -2.615  0.11
O7 -0.965 -0.374 -2.377  0.14
C19 -0.299 0.253 -1.603  -0.56
O8 -0.598 0.347 -0.266  -0.25
C20 0.882 1.067 -2.020  -0.12
C21 1.916 1.354 -1.140  0.06
C22 2.948 2.147 -1.587  -0.10
C23 2.986 2.676 -2.859  0.09
C24 1.934 2.379 -3.695  -0.10
C25 0.883 1.577 -3.306  0.09
N3 1.929 2.965 -5.061  -0.34
O9 0.969 2.735 -5.765  0.09
O10 2.896 3.620 -5.392  0.09
N4 4.056 2.473 -0.655  -0.34
O11 5.028 3.030 -1.123  0.09
O12 3.869 2.267 0.524  0.10
H29 1.953 0.919 -0.152  0.11
H30 3.805 3.300 -3.184  0.14
H31 0.071 1.359 -3.988  0.14

LUMO level, eV: -0.74
Total charge: 0
Orbital gap, eV: 6.572
ΔE to the lowest compared entry with this formula, charge and spin, kcal per mole: 71.51

***

No. 2
Below is 2 unconnected molecules or ions with the total composition C2H3NO3 at a distorted geometry, with properties calculated with ωB97M-V with the def2-TZVPD basis set.

Last column: natural (NBO) charge in e.
Atoms and positions in Å:
C1 -4.011 0.368 -0.121  1.03
C2 0.129 -0.487 -0.224  -0.53
N1 -0.612 -1.407 0.583  0.14
O1 -4.184 1.164 0.680  -0.53
O2 -3.867 -0.366 -0.942  -0.50
O3 -1.741 -1.077 0.765  -0.30
H1 0.876 -0.001 0.474  0.24
H2 0.879 -1.160 -0.836  0.23
H3 -0.408 0.241 -0.798  0.21

LUMO level, eV: 0.07
Total charge: 0
Orbital gap, eV: 9.497
SMILES: O=C=O.CN=O
ΔE to the lowest compared entry with this formula, charge and spin, kcal per mole: 70.14

***

No. 3
Below is a gas-phase ion, C6H14N4 (charge +2) at a distorted geometry, with properties calculated with ωB97M-V with the def2-TZVPD basis set.

Last column: natural (NBO) charge in e.
Atoms and positions in Å:
C1 0.739 0.640 -1.030  -0.12
C2 -0.106 1.182 -0.147  0.25
C3 -1.446 0.758 1.824  0.41
C4 0.782 -1.555 0.047  0.26
C5 -0.336 2.651 -0.100  -0.67
C6 0.283 -1.406 -2.279  -0.42
N1 -0.796 0.367 0.759  -0.59
N2 -2.070 -0.050 2.633  -0.68
N3 1.799 -2.171 0.522  -0.66
N4 1.068 -0.785 -1.170  -0.44
H1 1.242 1.268 -1.747  0.26
H2 -1.482 1.824 2.050  0.24
H3 -1.398 2.880 -0.054  0.25
H4 0.075 3.138 -0.978  0.27
H5 0.150 3.088 0.771  0.26
H6 -0.778 -1.383 -2.038  0.25
H7 0.451 -0.855 -3.203  0.26
H8 0.594 -2.440 -2.422  0.25
H9 -0.579 -0.655 0.620  0.42
H10 -2.572 0.309 3.437  0.46
H11 -2.130 -1.049 2.476  0.43
H12 1.695 -2.762 1.342  0.45
H13 2.749 -2.156 0.132  0.41
H14 2.066 -0.837 -1.444  0.43

LUMO level, eV: -7.35
Total charge: +2
Orbital gap, eV: 9.998
ΔE to the lowest compared entry with this formula, charge and spin, kcal per mole: 57.95

***

No. 4
Below is 2 unconnected molecules or ions with the total composition C4H11NO2 at a distorted geometry, with properties calculated with ωB97M-V with the def2-TZVPD basis set.

Last column: natural (NBO) charge in e.
Atoms and positions in Å:
C1 0.289 1.767 -1.817  -0.63
C2 0.105 0.885 -0.492  -0.21
N1 -0.354 -0.497 -0.906  -0.66
C3 0.263 -1.488 0.012  -0.35
C4 -0.994 -2.273 0.417  0.43
O1 -0.983 -2.921 1.472  -0.53
H1 1.011 1.436 -2.702  0.21
H2 0.473 2.730 -1.423  0.21
H3 -0.650 1.692 -2.287  0.20
H4 -0.638 1.305 0.294  0.21
H5 1.124 0.783 0.002  0.17
H6 -0.022 -0.682 -1.972  0.36
H7 1.001 -2.143 -0.603  0.21
H8 0.898 -1.032 0.815  0.23
H9 -1.741 -2.229 -0.345  0.14
H10 0.163 0.153 3.308  0.47
H11 -0.212 1.568 3.380  0.47
O2 0.266 0.947 2.848  -0.93

LUMO level, eV: 0.78
Total charge: 0
Orbital gap, eV: 9.889
SMILES: CCNCC=O.O
ΔE to the lowest compared entry with this formula, charge and spin, kcal per mole: 70.94

***

No. 5
Below is a molecular structure, C16H19N3ORuS2, with properties calculated with ωB97M-V with the def2-TZVPD basis set.

Last column: Mulliken spin population.
Atoms and positions in Å:
Ru1 1.094 0.356 1.256  2.71
C1 3.104 0.587 0.511  0.15
C2 2.606 1.025 -0.758  0.00
C3 2.497 2.403 -1.082  0.14
C4 1.988 2.785 -2.297  -0.03
C5 1.556 1.815 -3.210  0.15
C6 1.648 0.455 -2.918  -0.04
C7 2.173 0.059 -1.706  0.11
H1 3.576 1.314 1.166  0.00
H2 3.508 -0.419 0.556  0.00
H3 2.846 3.137 -0.366  0.00
H4 1.930 3.831 -2.564  0.00
H5 1.159 2.131 -4.166  0.00
H6 1.340 -0.280 -3.649  0.00
H7 2.311 -0.994 -1.486  0.01
S1 0.698 4.802 2.470  0.49
C8 0.831 3.325 2.043  -0.03
N1 0.934 2.166 1.705  0.25
N2 -5.712 -0.556 -1.104  0.00
C9 -5.235 -0.383 0.144  0.00
O1 -5.917 -0.295 1.137  0.00
C10 -3.727 -0.245 0.293  0.00
C11 -2.847 0.110 -0.722  -0.01
C12 -1.504 0.251 -0.430  0.01
N3 -1.016 0.047 0.803  0.01
C13 -1.867 -0.285 1.790  0.00
C14 -3.218 -0.433 1.573  0.01
H8 -6.709 -0.666 -1.210  0.00
H9 -5.127 -0.767 -1.891  0.00
H10 -3.181 0.316 -1.730  0.00
H11 -0.791 0.547 -1.190  0.01
H12 -1.439 -0.425 2.775  0.01
H13 -3.896 -0.676 2.380  0.00
C15 0.750 -2.989 0.416  0.02
S2 1.208 -1.984 1.845  -0.01
C16 2.884 -2.538 2.224  0.02
H14 1.470 -2.880 -0.391  0.00
H15 -0.239 -2.666 0.097  0.00
H16 0.702 -4.027 0.740  0.00
H17 2.813 -3.548 2.621  0.00
H18 3.285 -1.879 2.992  0.00
H19 3.513 -2.527 1.337  0.00

LUMO level (spin up / spin down), eV: -7.44 / -9.44
Total charge: +2
Orbital gap (spin up / spin down), eV: 7.716 / 5.800
Multiplicity: 5
ΔE to the lowest compared entry with this formula, charge and spin, kcal per mole: 2.23

***

No. 6
Below is a molecular structure, C6H9N at a distorted geometry, with properties calculated with ωB97M-V with the def2-TZVPD basis set.

Last column: natural (NBO) charge in e.
Atoms and positions in Å:
C1 1.181 1.307 0.226  -0.60
C2 0.629 -0.067 -0.150  -0.23
C3 -0.504 -0.550 0.797  -0.37
C4 -1.745 -0.064 0.053  -0.51
C5 -1.215 -0.120 -1.379  -0.21
C6 1.682 -1.049 -0.369  0.27
N1 2.515 -1.837 -0.535  -0.30
H1 1.905 1.666 -0.510  0.23
H2 1.673 1.249 1.204  0.23
H3 0.360 2.027 0.291  0.23
H4 -0.372 -0.157 1.813  0.21
H5 -0.498 -1.643 0.850  0.23
H6 -2.611 -0.719 0.201  0.23
H7 -2.036 0.953 0.341  0.20
H8 -1.092 -1.196 -1.618  0.14
H9 0.127 0.201 -1.217  0.26

LUMO level, eV: -0.23
Total charge: 0
Orbital gap, eV: 8.378
ΔE to the lowest compared entry with this formula, charge and spin, kcal per mole: 109.79